Density functional theory data (ωB97M-V with the def2-TZVPD basis set) for a 2-piece molecular cluster, C2H9N3O overall in a non-equilibrium geometry.

Last column: Löwdin charge in e.
Geometry (Å):
C1 -0.649 1.023 0.731  -0.0963
N1 -1.393 1.440 -0.307  -0.1272
O1 -2.578 0.610 -0.320  -0.1427
H1 0.186 1.667 1.029  0.0839
H2 -1.111 0.463 1.556  0.0884
H3 -3.159 1.109 -0.915  0.0775
C2 1.898 -0.196 -0.483  -0.1263
N2 0.472 -0.501 -0.422  -0.2575
N3 0.219 -1.741 0.256  0.0005
H4 2.052 0.659 -1.145  0.0804
H5 2.473 -1.041 -0.866  0.0699
H6 2.277 0.057 0.512  0.0675
H7 -0.275 0.054 -1.016  0.1401
H8 0.355 -1.620 1.260  0.0638
H9 -0.766 -1.982 0.128  0.0781

For the max |F|, the calculation gives 0.0779 Eh/bohr. Its SMILES is C=NO.CNN. The calculation puts the gap between HOMO and LUMO at 8.52 eV. Its energy relative to the best compared isomer or geometry (same formula, charge and spin) is 5.5255 eV. Its total energy is -8732.91416 eV.